Record 1
C22H27Cl40N4S2 | ωB97M-V/def2-TZVPD

Computed properties:
multiplicity: 1
E: -20277.12633 a.u.
HOMO: -10.72 eV
E_LUMO: -2.812 eV
gap between HOMO and LUMO: 0.29046 Ha
total charge: +1

Last column: Löwdin charge in e.
Geometry (Å):
C 0.3555 3.6140 -2.1189  -0.0972
C -0.8777 2.7351 -1.6012  -0.2230
C -1.8260 2.5233 -2.8418  -0.1766
N -3.1294 1.8322 -2.5551  0.0488
C -3.1978 1.2830 -1.2412  -0.3419
N -2.8670 -0.1116 -1.0818  0.1652
N -3.5818 1.9476 -0.1943  0.1177
C -3.6707 1.4184 1.1805  -0.1133
C -2.7453 2.3359 2.1001  -0.2140
C -1.8226 1.5007 3.0486  -0.4894
S -0.2465 0.9501 2.2313  0.7930
C -0.2517 -0.9145 2.0778  -0.9931
S 0.1056 -1.7817 3.4393  0.7027
N -0.5835 -1.4178 0.7744  -0.2617
C -1.2206 -2.7534 0.7739  -0.2486
C -0.2675 -3.9987 0.9062  -0.1033
C 0.4998 -1.2514 -0.2128  -0.2250
C 0.0307 -1.6113 -1.6946  -0.0965
H 0.4395 4.5802 -1.5629  0.0738
H 0.2444 3.8661 -3.2051  0.0239
H 1.3232 3.0682 -1.9975  0.0804
H -0.4840 1.7939 -1.1416  0.0850
H -1.3676 3.3617 -0.8029  0.0941
H -1.2138 2.0208 -3.6382  0.1336
H -2.0823 3.5533 -3.2192  0.1247
H -3.1696 1.0524 -3.2228  0.0227
H -2.6592 -0.5300 -1.9872  0.0448
H -2.0320 -0.1246 -0.4794  0.0738
H -3.8267 2.9303 -0.3393  0.1859
H -4.7418 1.4691 1.4940  0.1400
H -3.3065 0.3698 1.2884  0.1203
H -3.4400 2.9320 2.7568  0.1214
H -2.1778 3.0493 1.4470  0.0982
H -1.5053 2.1884 3.8835  0.0601
H -2.3292 0.6357 3.5424  -0.0016
H -1.8873 -2.8052 -0.1293  0.1086
H -1.9223 -2.7790 1.6571  0.1147
H -0.1940 -4.4005 1.9537  0.0164
H -0.7355 -4.8344 0.3055  0.0864
H 0.7621 -3.8659 0.4968  0.0727
H 0.8058 -0.1676 -0.2392  0.0979
H 1.4269 -1.8328 0.0688  0.1249
H -1.0865 -1.6334 -1.7802  0.0418
H 0.4055 -2.6199 -1.9960  0.0352
H 0.4028 -0.8149 -2.3874  0.0704
C 3.6104 1.1535 4.3299  -2.0099
Cl 5.1199 1.0026 5.2480  0.4855
Cl 2.2358 1.1704 5.4517  0.4921
Cl 3.6305 2.6639 3.3982  0.5181
Cl 3.4531 -0.2222 3.2197  0.5066
C -2.0637 -0.0310 7.0056  -1.9919
Cl -1.1951 -1.3653 7.7810  0.5031
Cl -2.8331 -0.6164 5.5155  0.5441
Cl -3.3045 0.5916 8.1074  0.5451
Cl -0.9211 1.2669 6.6066  0.5253
C 0.6050 6.5901 -5.7177  -2.0212
Cl 2.0579 6.7035 -6.7255  0.5243
Cl -0.5575 7.8335 -6.2113  0.5342
Cl -0.1291 4.9852 -5.9153  0.4909
Cl 1.0451 6.8324 -4.0157  0.5274
C 7.7304 -0.1375 8.3721  -2.0245
Cl 7.2059 0.6353 9.8789  0.5253
Cl 9.4634 -0.4978 8.4631  0.5286
Cl 6.8237 -1.6427 8.1317  0.5187
Cl 7.4250 0.9581 7.0093  0.4738
C 0.3473 -4.8858 9.1536  -1.9963
Cl 1.0204 -3.2529 8.9870  0.5021
Cl -1.1407 -5.0040 8.1779  0.4684
Cl 1.5445 -6.0698 8.6026  0.5199
Cl -0.0414 -5.1961 10.8542  0.5424
C 0.4755 -7.4149 4.6341  -2.0113
Cl -0.3112 -6.5130 5.9437  0.4548
Cl 1.2484 -6.2754 3.5134  0.5257
Cl 1.7049 -8.4950 5.3178  0.5277
Cl -0.7350 -8.3740 3.7606  0.5225
C 0.3747 3.5414 -9.5954  -2.0193
Cl -1.2221 3.1579 -8.9188  0.4976
Cl 0.5656 2.7229 -11.1557  0.5367
Cl 0.5113 5.2942 -9.8258  0.5187
Cl 1.6432 2.9893 -8.4809  0.4456
C -5.5251 -0.7024 -4.4436  -2.0103
Cl -5.9246 -0.4371 -2.7346  0.5413
Cl -6.0924 0.6720 -5.4058  0.5493
Cl -3.7610 -0.8570 -4.6187  0.5318
Cl -6.3026 -2.1873 -5.0102  0.5620
C 0.7148 -3.4954 -5.2270  -2.0252
Cl 1.9861 -2.9020 -4.1419  0.5429
Cl -0.4663 -2.2001 -5.5155  0.4900
Cl 1.4342 -3.9919 -6.7672  0.5461
Cl -0.1001 -4.8811 -4.4785  0.5287
C 5.6610 2.0239 -7.2631  -2.0245
Cl 6.0168 1.0403 -8.6938  0.5313
Cl 3.9084 2.0391 -6.9786  0.4619
Cl 6.4823 1.3347 -5.8507  0.5213
Cl 6.2288 3.6821 -7.5279  0.5287

Record 2
C5H9FS | ωB97M-V/def2-TZVPD

Computed properties:
multiplicity: 3
E: -693.76121 a.u.
HOMO (alpha / beta): -4.69 / -10.68 eV
E_LUMO (alpha / beta): 0.935 / -2.555 eV
gap between HOMO and LUMO (alpha / beta): 0.20661 / 0.29844 Ha

Last column: Mulliken spin population.
Geometry (Å):
C 0.5991 0.7922 0.8763  0.0559
C 1.7774 1.1920 0.0197  0.1285
C 0.5605 -0.5887 0.2738  0.0768
C -1.8610 -0.6052 -0.2577  0.0111
C -0.5449 -0.9067 -0.7765  0.0195
F 0.4164 -1.5937 1.2418  0.0180
S 2.2331 -0.4968 -0.4697  1.6593
H 0.7385 0.6949 1.9155  0.0013
H -0.2898 1.3113 0.5913  0.0183
H 1.5942 1.7163 -0.9338  0.0120
H 2.3989 1.8046 0.5745  0.0044
H -2.1219 -1.0300 0.7576  0.0009
H -2.6553 -0.7708 -0.9717  0.0007
H -2.0428 0.5497 -0.0425  0.0006
H -0.3598 -0.2074 -1.5504  0.0010
H -0.4426 -1.8618 -1.2482  -0.0082

Record 3
C3H6NO3S | ωB97M-V/def2-TZVPD

Computed properties:
energy above the lowest of the compared OMol25 structures with the same formula, charge and spin: 100.1 kcal per mole
multiplicity: 1
E: -796.52618 a.u.
HOMO (alpha / beta): -4.79 / -3.01 eV
E_LUMO (alpha / beta): 3.385 / 2.855 eV
gap between HOMO and LUMO (alpha / beta): 0.30049 / 0.21544 Ha
total charge: -1

Last column: Löwdin charge in e.
Geometry (Å):
C -0.1780 -0.7782 0.6492  -0.5221
C 0.7897 -1.5632 -0.2593  -0.0605
C -1.6671 -0.9784 0.2255  -0.0687
N 0.1266 -0.0748 1.6103  0.2141
O 1.8766 2.1699 -1.1745  -0.4758
O -0.3637 3.0667 -0.4540  -0.4761
O 1.6394 3.9152 0.5309  -0.4581
S 1.0410 2.7769 -0.1275  0.4126
H 1.8454 -1.1441 -0.1924  0.1005
H 0.3177 -1.6548 -1.1892  0.0359
H 0.8296 -2.6746 -0.0942  0.0786
H -2.4181 -0.7657 1.0667  0.0866
H -1.9054 -1.9917 0.0580  0.0322
H -1.9337 -0.3032 -0.6494  0.1008

Record 4
C4H11NO | ωB97M-V/def2-TZVPD

Computed properties:
energy above the lowest of the compared OMol25 structures with the same formula, charge and spin: 31.6 kcal per mole
multiplicity: 1
E: -288.96658 a.u.
SMILES: CC(C)=CN.O
HOMO: -8.07 eV
E_LUMO: 0.843 eV
gap between HOMO and LUMO: 0.32755 Ha

Last column: Löwdin charge in e.
Geometry (Å):
C 0.0405 -0.3463 1.4507  -0.0500
C 0.3261 -0.6836 -0.0316  -0.3524
C -0.5608 -0.3879 -0.9809  -0.1987
N -1.8144 0.2223 -0.7692  0.0386
C 1.6662 -1.3110 -0.3000  -0.0786
H -0.5123 -1.1645 1.9471  0.0899
H 1.0375 -0.3604 1.8783  0.0597
H -0.4279 0.6226 1.5546  0.0463
H -0.4162 -0.7439 -1.9959  0.1170
H -2.0835 0.8371 -1.5179  0.0820
H -1.9989 0.5526 0.1595  0.0530
H 2.3703 -1.2077 0.5221  0.0678
H 1.5425 -2.3917 -0.4586  0.0778
H 2.0022 -0.9229 -1.2743  0.0792
H -1.0713 2.2401 0.3241  -0.0101
H 0.2797 2.2602 -0.4718  0.0216
O -0.3796 2.7851 -0.0362  -0.0431

Record 5
C29H34N7PdSSi | ωB97M-V/def2-TZVPD

Computed properties:
energy above the lowest of the compared OMol25 structures with the same formula, charge and spin: 16.4 kcal per mole
multiplicity: 3
E: -2324.13792 a.u.
HOMO (alpha / beta): -8.90 / -10.71 eV
E_LUMO (alpha / beta): -3.341 / -3.369 eV
gap between HOMO and LUMO (alpha / beta): 0.20424 / 0.26961 Ha
total charge: +1

Last column: Mulliken spin population.
Geometry (Å):
Pd -0.7129 0.4806 0.7422  1.1298
C 1.4157 0.8550 0.9631  0.4111
Si 2.1344 -0.5735 0.0254  -0.0424
C 1.1026 -2.0467 0.6761  -0.0128
N -0.3520 -1.7500 0.6100  0.1260
C -1.0888 -2.4524 1.6763  -0.0212
C -0.9877 -3.9779 1.5725  0.0054
C -1.1165 -4.4429 0.1111  -0.0009
C -1.7803 -3.3580 -0.7316  0.0090
C -0.9388 -2.0794 -0.7308  0.0137
C 3.9615 -0.7860 0.3825  0.0147
C 4.9481 -0.4843 -0.5589  0.0033
C 6.2951 -0.5570 -0.2304  -0.0016
C 6.6795 -0.9300 1.0488  0.0045
C 5.7136 -1.2285 2.0000  -0.0007
C 4.3699 -1.1555 1.6677  -0.0001
C 1.7998 -0.4153 -1.8203  0.0336
C 0.8320 0.4733 -2.2973  0.0031
C 0.4882 0.5101 -3.6403  0.0084
C 1.1220 -0.3312 -4.5439  0.0022
C 2.0956 -1.2121 -4.0952  0.0008
C 2.4238 -1.2545 -2.7478  -0.0024
H 1.7121 1.8392 0.5942  0.0127
H 1.6029 0.7931 2.0365  0.0085
H 1.3684 -2.2085 1.7245  -0.0005
H 1.3296 -2.9781 0.1468  0.0015
H -2.1276 -2.1455 1.5940  0.0074
H -0.7104 -2.1070 2.6399  0.0095
H -1.7906 -4.4036 2.1783  0.0004
H -0.0494 -4.3273 2.0044  0.0002
H -1.6931 -5.3661 0.0559  -0.0001
H -0.1313 -4.6655 -0.3057  -0.0003
H -2.7821 -3.1517 -0.3457  -0.0010
H -1.8973 -3.6899 -1.7637  0.0008
H -1.5567 -1.2427 -1.0711  -0.0202
H -0.1182 -2.1813 -1.4400  0.0032
H 4.6648 -0.1754 -1.5576  -0.0005
H 7.0450 -0.3200 -0.9743  0.0001
H 7.7293 -0.9829 1.3060  0.0003
H 6.0083 -1.5145 3.0016  0.0001
H 3.6265 -1.3868 2.4242  0.0003
H 0.3339 1.1456 -1.6007  -0.0006
H -0.2820 1.1843 -3.9940  0.0008
H 0.8545 -0.2970 -5.5919  0.0002
H 2.5945 -1.8703 -4.7949  0.0000
H 3.1696 -1.9664 -2.4110  0.0002
N -4.0230 2.8577 -1.4317  0.0000
C -3.2143 3.2858 -2.4540  -0.0008
C -2.1149 2.4803 -2.4067  0.0037
N -2.2309 1.5733 -1.3861  0.0081
C -3.3891 1.8195 -0.8189  0.0128
C -3.9184 1.0672 0.3073  -0.0017
N -3.2776 0.0922 0.9057  0.0040
C -4.1279 -0.3833 1.8697  0.0024
C -5.3048 0.3002 1.8376  0.0009
N -5.1635 1.2232 0.8324  -0.0002
H -4.9058 3.2693 -1.1852  -0.0001
H -3.4855 4.0947 -3.1082  -0.0002
H -1.2553 2.5023 -3.0549  0.0001
H -3.8609 -1.1864 2.5346  0.0002
H -6.2040 0.2093 2.4196  -0.0001
H -5.8634 1.8903 0.5595  0.0004
S -1.1544 1.2863 3.2393  0.1595
C -0.8715 2.7201 2.4221  -0.0156
N -0.5966 3.8899 3.0706  0.0067
C -0.1644 4.9952 2.4199  0.0203
C -0.0615 4.9636 1.0638  -0.0056
C -0.4724 3.7905 0.4133  0.0278
N -0.8720 2.7177 1.0651  0.0614
H -0.6444 3.8777 4.0805  0.0026
H 0.0704 5.8558 3.0287  0.0011
H 0.2930 5.8182 0.5096  0.0004
H -0.4925 3.7241 -0.6687  0.0049

Record 6
C18H24BrN2O3SZr | ωB97M-V/def2-TZVPD

Computed properties:
energy above the lowest of the compared OMol25 structures with the same formula, charge and spin: 6.5 kcal per mole
multiplicity: 1
E: -4053.78030 a.u.
HOMO: -16.01 eV
E_LUMO: -10.256 eV
gap between HOMO and LUMO: 0.21164 Ha
total charge: +3

Last column: Löwdin charge in e.
Geometry (Å):
Zr -0.4212 -0.4355 0.1001  1.8955
C -0.5399 0.3941 3.1436  0.0440
O -0.6912 -0.7060 2.1596  -0.3937
C -1.3280 -1.9303 2.6595  -0.0748
C -2.2396 -2.4480 1.5670  -0.0712
O -1.5167 -2.2591 0.2960  -0.2990
C -2.3114 -2.4115 -0.9474  -0.0803
C -1.3100 -2.3083 -2.0676  -0.0890
O -0.6366 -1.0001 -1.9552  -0.3648
C -0.9888 -0.0635 -3.0511  0.0358
H -0.1000 -0.0083 4.0513  0.1234
H -1.5163 0.8300 3.3262  0.1189
H 0.1272 1.1273 2.7052  0.1020
H -1.9097 -1.7068 3.5504  0.1615
H -0.5431 -2.6373 2.9077  0.1531
H -3.1771 -1.8999 1.5145  0.1400
H -2.4372 -3.5060 1.7158  0.1645
H -3.0495 -1.6110 -0.9859  0.1420
H -2.8177 -3.3732 -0.9492  0.1675
H -1.7948 -2.4027 -3.0351  0.1608
H -0.5458 -3.0746 -1.9769  0.1554
H -0.7193 -0.5416 -3.9869  0.1220
H -0.4053 0.8375 -2.9050  0.0934
H -2.0497 0.1562 -2.9951  0.1170
Br -4.5861 4.8845 -0.0397  0.9369
C -3.3981 3.4671 -0.0193  -0.6691
C -3.8501 2.1979 0.3524  -0.0881
C -2.9529 1.1520 0.3644  -0.1215
C -1.5973 1.3327 0.0165  -0.3176
C -1.1756 2.6291 -0.3447  -0.0973
C -2.0617 3.6831 -0.3668  -0.0846
H -4.8860 2.0484 0.6274  0.1233
H -3.3332 0.1786 0.6687  0.0892
H -0.1427 2.8368 -0.5995  0.0971
H -1.7317 4.6756 -0.6438  0.1246
N 6.5058 0.2341 -1.4614  0.1476
C 5.8858 0.3158 -0.2875  -0.8417
S 6.4986 0.7974 1.1454  0.8687
C 4.4177 0.1049 -0.2279  -0.1934
C 3.5392 0.8642 -1.0198  0.0404
C 2.1950 0.7798 -0.7949  -0.0890
N 1.6534 -0.0605 0.1303  -0.1560
C 2.5136 -0.8240 0.8730  -0.0806
C 3.8625 -0.7653 0.7265  0.0036
H 7.4920 0.4524 -1.5060  0.1333
H 6.0721 -0.1326 -2.2932  0.1300
H 3.9145 1.5588 -1.7610  0.1466
H 1.5064 1.3995 -1.3582  0.1113
H 2.0725 -1.4760 1.6151  0.1261
H 4.5082 -1.3557 1.3624  0.1361

Record 7
C4H4O | ωB97M-V/def2-TZVPD

Computed properties:
energy above the lowest of the compared OMol25 structures with the same formula, charge and spin: 123.6 kcal per mole
multiplicity: 1
E: -229.83092 a.u.
HOMO: -7.66 eV
E_LUMO: 0.593 eV
gap between HOMO and LUMO: 0.30313 Ha

Last column: Löwdin charge in e.
Geometry (Å):
C -0.7947 0.1865 0.5579  0.0818
C -0.5882 -0.0662 -0.6850  -0.0490
C 0.4003 -0.9114 0.1069  -0.2530
C 1.7930 -0.6416 0.0634  -0.1401
O 2.4005 0.5488 -0.0511  -0.0335
H -1.0357 0.7248 1.3744  0.0500
H -0.8419 0.1341 -1.7630  0.1264
H 0.3383 -1.9517 0.4163  0.0885
H 1.9288 1.4157 0.2129  0.1288

Record 8
C37H34N9O4RuSSe | ωB97M-V/def2-TZVPD

Computed properties:
energy above the lowest of the compared OMol25 structures with the same formula, charge and spin: 23.5 kcal per mole
multiplicity: 6
E: -5118.10639 a.u.
HOMO (alpha / beta): -10.19 / -11.36 eV
E_LUMO (alpha / beta): -5.742 / -8.754 eV
gap between HOMO and LUMO (alpha / beta): 0.16357 / 0.09587 Ha
total charge: +2

Last column: Mulliken spin population.
Geometry (Å):
Ru -1.3085 -0.4657 -1.4455  2.4422
C 9.3704 -0.5436 7.2862  0.0000
O 7.9817 -0.5573 7.5526  -0.0001
C 7.0932 -0.4855 6.5721  -0.0003
C 7.3873 -0.4408 5.1971  0.0002
C 6.3690 -0.3700 4.2803  -0.0005
C 5.0226 -0.3482 4.6833  0.0000
C 4.7304 -0.3903 6.0584  -0.0001
C 5.7408 -0.4541 6.9790  0.0002
C 4.0015 -0.2897 3.6767  -0.0004
N 4.2377 -0.0956 2.3900  -0.0012
C 3.0414 -0.1093 1.7762  0.0052
C 2.0190 -0.3319 2.7199  -0.0010
N 2.6539 -0.4319 3.9174  0.0014
C 0.6512 -0.4325 2.3666  0.0080
C -0.3941 -0.6538 3.2720  0.0318
C -1.6848 -0.7670 2.7864  -0.0220
C -1.9034 -0.6870 1.4200  0.0320
N -0.9273 -0.4736 0.5389  -0.0165
C 0.3459 -0.3232 0.9826  0.0024
C 1.3797 -0.0763 0.0129  -0.0200
N 1.0238 0.0252 -1.2792  0.1176
C 1.9350 0.2515 -2.1956  0.0087
C 3.2900 0.4302 -1.8957  0.0164
C 3.6960 0.3364 -0.5837  -0.0050
C 2.7394 0.0554 0.3963  -0.0142
H 9.8563 -0.5324 8.2599  0.0000
H 9.6567 0.3496 6.7262  0.0000
H 9.6822 -1.4366 6.7383  0.0000
H 8.4083 -0.4737 4.8551  0.0000
H 6.5773 -0.3423 3.2236  0.0000
H 3.7102 -0.3559 6.4072  0.0000
H 5.5376 -0.4806 8.0371  0.0000
H 2.2280 -0.6151 4.8112  0.0001
H -0.2052 -0.7362 4.3290  0.0010
H -2.5163 -0.9281 3.4525  -0.0001
H -2.9002 -0.8090 1.0057  0.0176
H 1.5927 0.3088 -3.2215  -0.0030
H 3.9938 0.6381 -2.6860  0.0013
H 4.7215 0.4896 -0.2856  -0.0003
C -1.5096 6.5969 -1.8985  -0.0038
O -1.4987 6.0064 -3.1803  -0.0041
C -1.4470 4.6882 -3.3109  -0.0020
C -1.4803 4.2251 -4.6549  0.2424
C -1.4840 2.8928 -4.9298  -0.0167
C -1.4407 1.9096 -3.9102  0.1082
C -1.4898 0.5201 -4.2517  0.0227
C -1.5263 0.0912 -5.6965  0.0075
O -1.4988 -0.4288 -3.4292  0.0937
C -1.3314 2.3771 -2.5371  0.1805
O -1.1613 1.6211 -1.5244  0.2690
C -1.3718 3.7688 -2.2870  0.0728
H -1.5887 7.6656 -2.0799  -0.0001
H -0.5876 6.3819 -1.3540  0.0015
H -2.3683 6.2569 -1.3157  0.0016
H -1.5166 4.9684 -5.4346  -0.0024
H -1.5307 2.5847 -5.9614  0.0115
H -2.2704 0.6329 -6.2741  0.0012
H -1.7458 -0.9758 -5.7278  -0.0029
H -0.5470 0.2583 -6.1441  0.0002
H -1.3198 4.0552 -1.2496  -0.0007
Se 1.2952 -3.9074 -0.6584  0.2744
N 0.1127 -5.1683 -1.0176  0.2722
C -1.0568 -4.6312 -1.3467  -0.0410
C -2.2407 -5.2617 -1.7344  0.2743
C -3.3400 -4.4585 -2.0174  -0.0829
C -3.2685 -3.0796 -1.9145  0.2315
N -2.1443 -2.4402 -1.5420  0.1033
C -1.0677 -3.1936 -1.2929  -0.0616
N 0.0769 -2.6060 -0.9548  0.1786
H -2.2801 -6.3328 -1.8206  0.0030
H -4.2669 -4.9156 -2.3244  -0.0020
H -4.1232 -2.4531 -2.1229  0.0558
C -5.7783 -0.4924 0.5607  0.0032
N -6.1223 -0.5310 -0.8392  0.0135
C -5.3777 -0.0465 -1.8273  0.0241
S -3.8802 0.7346 -1.5508  0.1496
N -5.8120 -0.1190 -3.0874  0.0218
C -7.1282 -0.5550 -3.5044  -0.0008
H -6.6479 -0.1862 1.1395  0.0001
H -4.9763 0.2280 0.7128  0.0026
H -5.4571 -1.4801 0.8996  -0.0003
H -7.0265 -0.9233 -1.0645  0.0001
H -5.1992 0.2675 -3.7886  -0.0039
H -7.9065 -0.0231 -2.9553  0.0012
H -7.2515 -1.6283 -3.3493  0.0017
H -7.2561 -0.3403 -4.5613  0.0000